[1]
Entry from the OMol25 dataset: a single C27H28N2O9S molecule (ωB97M-V with the def2-TZVPD basis set).

Structure (XYZ):
```
67
Properties=species:S:1:pos:R:3:mulliken_charge:R:1
S 1.35532 0.18463 1.56142 2.04
O 1.18483 -0.63753 -4.25814 -0.64
O -1.27478 -0.06656 4.99492 -0.36
O 0.34287 1.13629 1.20239 -0.76
O -5.00136 0.75089 -3.54433 -0.62
O -2.58957 -3.14237 3.93849 -0.64
O 1.08046 -1.20584 1.32908 -0.72
O 1.76644 -0.97876 -2.11845 -0.09
O -3.52564 0.44990 -5.20371 -0.28
O 0.38379 -1.47471 4.43437 -0.58
N 1.78067 0.46309 3.17397 -0.27
N -2.33112 -0.41582 0.62968 1.01
C 5.13370 0.02296 0.19977 -0.81
C 3.93495 -0.30056 0.80721 -0.81
C -2.14536 -1.17588 5.22075 -0.81
C -0.77274 -0.62458 -1.21198 1.12
C -3.05972 -0.01736 -1.64565 0.08
C -2.70348 0.68211 1.38130 0.89
C 3.01810 1.81071 0.10955 -0.24
C -2.84977 2.03633 0.78747 -1.79
C -3.89029 0.46402 -3.91750 0.32
C -1.48831 -0.14031 -3.46751 -0.98
C -2.05673 -0.36235 -0.74922 -1.78
C -2.19734 -1.50176 1.43376 0.60
C -2.79061 0.28862 2.67944 -1.18
C -2.43375 -1.94061 3.91202 0.66
C 0.88652 -0.70732 -3.09109 0.33
C -2.77761 0.08904 -3.00514 0.13
C 6.59486 1.57102 -1.11595 -1.52
C 4.21999 2.12658 -0.50169 -1.02
C 2.88832 0.60057 0.75817 -0.33
C -2.48359 -1.10504 2.73379 0.67
C -0.07897 -0.36705 4.50509 0.98
C 0.67886 0.86423 4.02097 -0.92
C -4.53605 0.79556 -6.13921 -0.69
C 5.29005 1.23970 -0.46150 1.20
C -1.75597 -2.82680 0.94039 -1.88
C 3.10575 -1.21082 -2.52357 -0.87
C -0.48849 -0.49683 -2.56760 -0.57
H 5.96021 -0.67170 0.23179 0.39
H 3.12368 -1.73647 -3.48082 0.42
H -5.37732 0.10367 -6.06188 0.29
H -3.08516 2.74732 1.57460 0.40
H -2.10143 -3.59754 1.62342 0.54
H -4.89792 1.80842 -5.95030 0.30
H 6.54580 2.52898 -1.62591 0.36
H 7.38822 1.61407 -0.37117 0.35
H -0.00044 -0.90496 -0.51544 0.68
H -4.07557 0.73013 -7.12142 0.23
H -1.90977 2.32847 0.31936 0.30
H -0.66566 -2.85405 0.91359 0.15
H 6.86290 0.80243 -1.83912 0.33
H -1.70336 -1.87535 5.93663 0.39
H 2.17408 2.48110 0.08749 0.51
H -2.13679 -3.01956 -0.06126 0.36
H 3.63371 -0.26010 -2.62686 0.28
H 4.32776 3.07060 -1.01523 0.32
H 2.19177 -0.39208 3.53504 0.40
H -3.63771 2.07451 0.03689 0.39
H -1.24970 -0.04509 -4.51504 0.65
H 3.79077 -1.24549 1.30644 0.52
H 0.01115 1.49328 3.42946 0.32
H 1.05744 1.43546 4.87438 0.37
H -3.06607 -0.75438 5.62793 0.33
H -3.07015 0.90934 3.50703 0.54
H 3.56587 -1.80939 -1.74144 0.25
H -4.07054 0.16096 -1.30990 0.78
```

Charge: 0
Structure (SMILES): COC(=O)c1cc(C(=O)OC)cc(-n2c(C)cc(C(=O)COC(=O)CNS(=O)(=O)c3ccc(C)cc3)c2C)c1
2S+1: 1

[2]
Entry from the OMol25 dataset: a gas-phase ion, C27H28N3 (charge +1) in a non-equilibrium geometry (ωB97M-V with the def2-TZVPD basis set).

Structure (XYZ):
```
58
Properties=species:S:1:pos:R:3:mulliken_charge:R:1
N -1.86526 2.82133 1.90224 -0.49
N -1.00109 -0.41833 2.69107 0.38
N -0.76438 -2.16653 6.75701 0.13
C -1.69355 -1.45547 6.01394 -0.45
C -1.38939 2.49524 6.94491 -0.41
C -1.15040 3.79061 7.39893 -0.78
C -4.14213 -1.43113 6.61430 -1.50
C -1.21462 -0.17767 5.77812 -0.53
C -1.61352 1.93337 2.63769 -0.50
C 0.10712 -0.11101 6.40262 1.06
C -1.87137 2.26551 5.62798 -0.37
C -0.69465 -2.69793 1.05216 -0.30
C -2.20960 4.68293 5.44242 -0.99
C -2.99415 -3.60767 6.11043 -2.06
C -1.47638 4.90174 6.61359 0.89
C -1.82606 0.87270 4.88930 0.89
C -1.89705 -0.68845 1.68345 0.08
C -1.72673 -1.79182 0.85244 -0.69
C 2.46516 -0.66118 7.80009 -0.60
C 0.12002 -2.46761 2.16920 -0.74
C -3.06777 -2.10621 5.74452 2.18
C 1.05175 0.89627 6.53067 0.06
C -3.44916 -1.99286 4.26717 -1.33
C 0.34772 -1.38606 7.01961 -0.65
C -0.09598 -1.39363 3.01848 0.21
C 2.22581 0.60414 7.24518 -1.21
C -0.97471 6.27468 6.99675 -1.44
C -2.46539 3.38002 4.99963 -0.40
C -1.03550 0.93940 3.53939 0.20
C 1.53172 -1.68969 7.68168 -0.92
H -0.81729 -3.16792 6.98269 0.33
H -2.82620 -3.75142 7.19234 0.37
H 0.45604 -1.26062 3.99517 0.26
H -3.68968 -0.95066 3.97115 0.21
H 3.36374 -0.81888 8.38121 0.42
H -4.20980 -0.35265 6.39367 0.30
H 1.66553 -2.66526 8.13683 0.44
H -2.47384 -1.92398 0.09508 0.42
H -5.14377 -1.88172 6.44874 0.41
H -0.58288 -3.55827 0.40955 0.45
H -1.17727 1.67934 7.63964 0.62
H -3.16416 3.24278 4.14633 0.55
H -4.34587 -2.61860 4.08323 0.58
H 0.92488 -3.15798 2.42085 0.45
H -1.52056 6.63502 7.87901 0.32
H -2.85900 0.59285 4.53897 0.44
H 0.88266 1.87494 6.05683 0.50
H -0.04220 1.14544 3.83642 0.66
H -2.79517 -0.05461 1.60295 0.39
H -3.88740 -1.55843 7.67934 0.35
H -3.95871 -4.07980 5.85063 0.43
H -1.14086 6.99795 6.18361 0.35
H 2.98703 1.37906 7.35220 0.42
H -0.62366 3.94715 8.34625 0.42
H -2.46345 5.55655 4.81897 0.32
H -2.62287 -2.37909 3.64453 0.11
H -2.20388 -4.10405 5.52128 0.40
H 0.09521 6.36685 7.26079 0.34
```

ΔE to the lowest compared entry with this formula, charge and spin in eV: 2.160
Charge: +1
Structure (SMILES): Cc1ccc([C@H](c2c(C(C)(C)C)[nH]c3ccccc23)[C@H](C#N)[n+]2ccccc2)cc1
2S+1: 1

[3]
Entry from the OMol25 dataset: a molecular structure, C27H28N5O4STi in a non-equilibrium geometry (ωB97M-V with the def2-TZVPD basis set).

Structure (XYZ):
```
66
Properties=species:S:1:pos:R:3:mulliken_charge:R:1
Ti -1.24656 0.73317 0.07567 1.00
S -0.48564 0.73917 2.91281 0.38
O -1.27706 -0.11261 1.81376 -0.42
O -4.32700 1.76777 -1.10968 -0.41
O -2.23608 -0.70846 -0.91249 -0.42
O -2.06320 1.66087 -1.26459 -0.25
N 4.60853 -0.40023 -3.25592 -0.49
N 0.56321 0.46682 -0.51936 0.83
N 4.65050 -1.03594 -4.34854 -0.50
N 4.23860 -1.26389 -2.24838 0.67
N 2.63212 -0.06750 -0.94614 0.26
C -3.25558 -0.25054 -1.97618 1.70
C 2.29195 0.94771 -1.83607 -0.77
C -1.97531 2.69540 1.62533 0.13
C 3.67476 -3.75151 -2.21098 -0.87
C -0.69239 2.30667 2.05912 0.58
C 4.03255 -2.52249 -2.75951 1.57
C -2.82923 0.84538 4.40154 -0.24
C 1.60328 -0.35703 -0.16885 0.94
C -0.66039 0.56765 5.51218 -0.38
C 0.41680 3.12738 1.85970 -0.47
C -2.67690 0.70676 6.80005 -0.45
C -3.44065 0.82968 5.63682 -0.82
C -4.53809 -1.01045 -1.78760 -1.50
C 3.90267 -4.66309 -4.46127 -0.55
C -3.36123 1.19663 -1.46967 -0.05
C 4.26159 -3.44521 -4.99166 -0.65
C 3.61570 -4.81424 -3.09141 -0.59
C -2.62001 -0.37789 -3.33785 -1.44
C -1.29620 0.57479 6.74236 -0.80
C -1.02631 4.74511 0.79408 -0.68
C -2.12882 3.91893 0.97954 -0.59
C 1.01755 1.27463 -1.58666 -1.03
C 3.98195 -0.72574 -0.97319 -1.40
C 0.23884 4.35120 1.22729 -0.70
C -1.43781 0.72272 4.35978 1.03
C 4.31914 -2.36163 -4.11462 0.18
C 1.59186 -1.40964 0.87923 -1.54
H -3.42633 0.90779 3.50296 0.32
H 3.85301 -5.53287 -5.10136 0.41
H -2.04469 -1.65649 -0.97547 0.26
H -4.43525 -2.04355 -2.11947 0.45
H 1.39609 2.82437 2.21149 0.52
H -3.30627 0.03353 -4.08073 0.45
H -4.51706 0.90823 5.70432 0.44
H 4.50241 -3.32365 -6.03889 0.46
H -4.87458 -0.97815 -0.75274 0.37
H 3.49660 -3.89210 -1.15131 0.34
H -3.10949 4.22761 0.64127 0.52
H -1.15335 5.70728 0.31503 0.48
H 2.13756 -1.08175 1.76663 0.34
H -3.17343 0.70125 7.76145 0.44
H -1.67951 0.16681 -3.40130 0.28
H 4.00962 -1.49845 -0.21117 0.67
H 2.99686 1.30479 -2.57201 0.59
H -0.71718 0.46370 7.64849 0.44
H -2.85074 2.09731 1.86113 0.18
H 4.70904 0.05254 -0.74717 0.19
H -5.30807 -0.54054 -2.40136 0.39
H 1.08602 5.00825 1.07922 0.50
H 0.57654 -1.66553 1.17146 0.33
H -2.46283 -1.42684 -3.59076 0.43
H 3.35994 -5.79624 -2.71699 0.41
H 0.38292 2.00111 -2.06591 0.74
H 2.07075 -2.31570 0.50977 0.36
H 0.41422 0.44699 5.44479 0.42
```

ΔE to the lowest compared entry with this formula, charge and spin in eV: 0.000
Charge: +3
2S+1: 1

[4]
Entry from the OMol25 dataset: 7 unconnected molecules or ions with the total composition C27H29Cl4N5 (ωB97M-V with the def2-TZVPD basis set).

Structure (XYZ):
```
65
Properties=species:S:1:pos:R:3:mulliken_charge:R:1
Cl -3.78712 7.97812 3.07700 -0.18
Cl 3.46832 3.78944 2.11342 -0.12
Cl 5.88379 3.88852 3.77107 -0.14
Cl -1.61314 6.24604 2.13979 -0.15
N 4.59655 4.14193 9.39252 -0.57
N 1.32252 3.27766 6.67244 0.15
N -2.99172 1.84506 4.66497 -0.62
N -0.49914 0.23735 8.90705 -0.63
N -1.80273 8.14621 7.69112 -0.45
C 1.64500 3.60761 5.43091 -0.76
C 2.37865 4.25113 10.28092 -0.10
C -1.12007 2.28023 2.64409 -0.53
C -0.39975 10.00870 7.15723 -0.46
C -1.69562 1.61465 4.85867 -0.30
C 0.23877 5.51569 5.41457 -0.33
C 0.39736 4.02877 7.25280 -0.20
C 4.99786 3.66186 10.56948 -0.26
C 5.01020 4.62843 2.43037 -0.30
C -1.09000 -1.38856 7.26635 -0.29
C -0.72943 1.80589 3.87490 -0.10
C -2.45971 2.54641 2.42723 -0.39
C -2.99319 6.40014 3.21275 0.22
C -1.43744 10.62060 6.46178 -0.19
C 2.81259 3.78489 11.50906 -0.51
C -1.30645 -0.71227 8.45170 -0.26
C -0.62376 8.77047 7.72908 -0.23
C 0.85199 -0.04014 6.96911 -0.03
C -2.79607 8.73478 7.04090 -0.25
C 4.15588 3.48751 11.65237 -0.32
C 1.10973 4.68208 4.74347 -0.38
C 0.02668 -1.05630 6.51557 -0.44
C -2.65686 9.96889 6.41536 -0.37
C -0.18513 5.14904 6.68180 -1.29
C 3.30476 4.40295 9.26028 -0.16
C -3.34945 2.29144 3.45557 -0.49
C 0.53018 0.60701 8.15428 -0.48
H 1.19762 1.35433 8.56530 0.59
H 2.99062 4.71480 8.27036 0.46
H 4.54789 3.12890 12.59543 0.36
H 0.30974 1.64053 4.12250 0.43
H -3.69544 5.59221 3.05185 0.22
H 2.34985 2.94857 4.92923 0.49
H -1.39656 1.35792 5.87023 0.68
H 0.21767 -1.51961 5.55578 0.36
H -0.38604 2.45057 1.86567 0.43
H -0.90342 5.71811 7.25733 0.64
H 5.60758 4.52195 1.53476 0.31
H -1.81242 -2.10893 6.90407 0.38
H -2.61859 6.36958 4.23121 -0.09
H 4.79036 5.66043 2.66733 0.25
H 1.73575 0.18853 6.38666 0.42
H -3.50411 10.34802 5.85694 0.37
H 0.54902 10.52732 7.20428 0.38
H -4.42073 2.43781 3.35004 0.44
H -0.11251 6.40314 4.89679 0.68
H 2.11984 3.71547 12.33763 0.38
H 0.17175 8.23457 8.23565 0.41
H 6.03978 3.36412 10.62678 0.36
H 0.03091 3.72265 8.22973 0.60
H -3.72639 8.18559 6.94864 0.42
H -2.80888 2.93729 1.48124 0.46
H 1.39503 4.84345 3.71440 0.36
H -2.14295 -0.96784 9.09306 0.38
H -1.29846 11.55719 5.93952 0.39
H 1.33846 4.46679 10.07743 0.36
```

ΔE to the lowest compared entry with this formula, charge and spin in eV: 0.000
Charge: 0
Structure (SMILES): c1ccncc1.c1ccncc1.c1ccncc1.c1ccncc1.c1ccncc1.ClCCl.ClCCl
2S+1: 1

[5]
Entry from the OMol25 dataset: 7 unconnected molecules or ions with the total composition C27H29Cl4N5 in a non-equilibrium geometry (ωB97M-V with the def2-TZVPD basis set).

Structure (XYZ):
```
65
Properties=species:S:1:pos:R:3:mulliken_charge:R:1
Cl -0.63838 -4.00716 3.58296 -0.18
Cl 0.59575 -0.16824 -2.82911 -0.30
Cl -0.36240 -1.73080 -0.60444 -0.17
Cl -2.83290 -2.56372 2.34818 -0.13
N 2.79078 1.76154 -0.61882 -0.60
N -0.98302 1.31889 1.42671 0.21
N 2.29121 -1.77747 2.12745 0.07
N -2.82705 -4.24980 -5.16775 -0.54
N -2.47350 6.23423 -1.83212 -0.61
C -0.17670 0.54701 2.11000 -0.28
C 2.16199 2.90864 1.37723 -0.37
C 1.55114 3.83913 -0.71564 -0.39
C -0.52870 -0.11109 3.29046 -0.84
C -0.10031 -3.76902 -5.29337 -0.22
C 3.89044 -3.45886 3.69129 -0.31
C 3.15230 -3.92380 2.60596 -0.64
C 1.52893 3.95953 0.67437 -0.28
C -2.56990 5.97725 -0.53633 -0.36
C 2.43137 -3.04609 1.75645 -0.20
C -2.60235 1.04139 3.14126 -0.68
C -1.99345 5.21093 -2.61543 -0.29
C -1.79210 0.13422 3.84092 -0.54
C -0.88966 -3.01193 -4.42199 0.34
C -0.66887 -4.85395 -5.93421 -0.36
C -2.25834 -3.34719 -4.37776 -0.34
C -2.34216 4.75686 0.03736 -0.21
C -1.74210 3.90380 -2.15241 -0.61
C -1.22430 -3.17929 2.14567 0.59
C 3.69246 -2.09710 4.02124 -0.75
C -1.95988 3.68042 -0.78979 0.46
C 0.61485 -0.33887 -1.06318 0.79
C 2.89436 -1.32963 3.19137 0.07
C 2.72287 1.80409 0.69332 -0.13
C -2.19199 1.56685 1.94921 -0.34
C 2.23453 2.78092 -1.30225 -0.50
C -2.06071 -5.05678 -5.83233 -0.18
H 1.03213 4.74017 1.22758 0.45
H -2.82989 2.19303 1.30463 0.40
H 0.93483 -3.42552 -5.57739 0.30
H -2.97296 -2.77213 -3.76576 0.37
H -2.15727 -0.43230 4.69797 0.42
H 0.19146 0.57211 -0.67042 -0.59
H -1.52264 3.05364 -2.77216 0.46
H 4.53869 -4.15570 4.25710 0.36
H -1.11172 -3.87037 1.29765 0.40
H 2.09010 2.83886 2.44868 0.38
H 0.17436 -0.78020 3.75957 0.46
H -2.53008 -5.84766 -6.41554 0.34
H 4.22825 -1.58575 4.84472 0.34
H 2.80177 -0.25538 3.42969 0.29
H 3.07604 0.99990 1.30033 0.51
H -2.51559 4.56599 1.08581 0.41
H -0.51471 -2.14097 -3.87257 0.02
H 1.59058 -0.54002 -0.67047 0.21
H -1.94810 5.41572 -3.67375 0.39
H 1.82077 -3.51977 0.98962 0.39
H -0.12627 -5.41871 -6.67330 0.35
H -3.59864 1.19033 3.51911 0.39
H -2.88942 6.82972 0.04814 0.37
H 1.00676 4.54968 -1.35472 0.44
H -1.87485 2.73518 -0.31285 0.03
H -0.51551 -2.37225 1.93361 -0.71
H 3.16924 -4.97967 2.34862 0.38
H 0.78626 0.35825 1.68382 0.74
H 2.33220 2.64892 -2.34221 0.54
```

ΔE to the lowest compared entry with this formula, charge and spin in eV: 0.707
Charge: 0
Structure (SMILES): c1ccncc1.c1ccncc1.c1ccncc1.c1ccncc1.c1ccncc1.ClCCl.ClCCl
2S+1: 1

[6]
Entry from the OMol25 dataset: a single C27H29N3O3 molecule (ωB97M-V with the def2-TZVPD basis set).

Structure (XYZ):
```
62
Properties=species:S:1:pos:R:3:mulliken_charge:R:1
O -1.32381 -2.81204 5.15066 -0.45
O 3.34377 -3.07986 3.70352 -0.50
O 1.51550 -3.23177 5.83376 -0.52
N 0.64142 -1.83073 -0.34197 -0.24
N 0.36085 -1.59976 -1.61137 0.24
N 0.21037 0.84484 -3.00677 0.22
C -1.33556 1.79507 -5.51099 -0.37
C -0.67573 -2.42371 2.97059 -1.13
C -3.30293 3.17433 -5.73239 -0.67
C -1.75481 4.96780 -1.75579 -0.39
C 1.46838 0.41597 -2.43042 -0.39
C 0.15254 4.55765 -0.34420 -0.77
C -0.20719 -1.94988 0.60485 -0.22
C -0.90028 0.42057 -2.17563 -0.26
C -1.12548 -3.21326 6.48734 -0.72
C -1.03131 2.46066 -4.34391 -0.74
C 2.32242 -2.22198 6.41050 -0.83
C 1.58803 -2.54263 2.20964 -0.87
C 3.68610 -4.39671 4.09134 -0.74
C 0.24122 -2.30080 1.93552 0.95
C -1.30553 3.97531 -2.60984 0.32
C 0.13944 2.23935 -3.41423 -0.26
C 0.61268 3.56789 -1.20439 -0.28
C -0.28653 -2.74055 4.27077 0.37
C 1.99298 -2.87000 3.48684 0.39
C -1.01746 5.24768 -0.61616 -0.71
C -0.90540 -1.11001 -2.12127 -1.46
C 1.47958 -1.11707 -2.38929 -1.05
C -0.12373 3.27021 -2.33154 -0.01
C -1.86426 3.47731 -3.85828 0.68
C -3.00458 3.84172 -4.55491 -0.33
C 1.07138 -2.94456 4.54710 0.63
C -2.48178 2.16157 -6.20437 -0.74
H -0.59386 -4.16457 6.55020 0.29
H -2.12798 -3.32473 6.90175 0.29
H 3.43488 -5.10969 3.29839 0.33
H 1.53672 3.05285 -0.98642 0.42
H 3.18235 -4.69679 5.01368 0.28
H 2.39666 -1.48184 -1.92715 0.43
H -3.64946 4.62694 -4.18939 0.44
H -2.73705 1.65287 -7.12242 0.40
H -4.18846 3.44459 -6.28916 0.39
H 1.60878 0.78783 -1.40126 0.25
H -0.82345 0.82137 -1.14866 0.28
H 2.28938 0.77756 -3.05316 0.44
H 0.71834 4.79364 0.54513 0.40
H -0.58290 -2.45813 7.06231 0.23
H -1.02393 -1.50460 -3.13426 0.32
H -1.83076 0.77979 -2.62002 0.55
H -1.72909 -2.26408 2.79785 0.41
H -1.72635 -1.47356 -1.50441 0.44
H -1.28488 -1.80639 0.48942 0.25
H -2.66047 5.51440 -1.97280 0.44
H -0.69636 1.00409 -5.87294 0.50
H 1.07898 2.46864 -3.93348 0.65
H -1.35437 6.01571 0.06476 0.39
H 2.62348 -2.60162 7.38587 0.26
H 2.31670 -2.47757 1.41938 0.49
H 4.76373 -4.39183 4.24753 0.25
H 1.39207 -1.50992 -3.40593 0.34
H 3.20791 -2.01413 5.80552 0.34
H 1.75339 -1.29351 6.53825 0.34
```

ΔE to the lowest compared entry with this formula, charge and spin in eV: 3.382
Charge: 0
Structure (SMILES): COc1cc(/C=N/N2CCN(C3c4ccccc4-c4ccccc43)CC2)cc(OC)c1OC
2S+1: 1

Number 1: gap between HOMO and LUMO 8.10 eV. Number 2: gap between HOMO and LUMO 6.38 eV. Number 3: gap between HOMO and LUMO 3.91 eV. Number 4: gap between HOMO and LUMO 9.81 eV. Number 5: gap between HOMO and LUMO 9.86 eV. Number 6: gap between HOMO and LUMO 8.08 eV.